Run a
Here is the molecule C3H5NO2S2 from OMol25. Energies are from wB97M-V/def2-TZVPD.

Last column: natural (NBO) charge in e.
Geometry (Å):
1 C 0.89 -0.94 0.00  0.051
2 H 1.07 2.17 -0.79  0.201
3 H 2.43 0.99 -0.92  0.204
4 O 0.58 0.25 -0.46  -0.501
5 S -0.43 -2.10 -0.14  0.307
6 N -2.32 -0.16 0.21  -0.092
7 H 1.81 1.46 0.66  0.201
8 O -1.59 0.11 1.32  -0.547
9 H -2.11 0.79 1.78  0.486
10 H -2.39 -1.36 -1.41  0.219
11 S 2.34 -1.40 0.61  -0.102
12 C -1.84 -1.10 -0.50  -0.167
13 C 1.56 1.29 -0.38  -0.259

Calculated values
M: 151.21 g mol⁻¹
LUMO level: 0.39 eV
HOMO-LUMO gap: 9.293 eV

=====

Run b
Here is the molecule C3H5NO2S2 from OMol25. Energies are from wB97M-V/def2-TZVPD.

Last column: natural (NBO) charge in e.
Geometry (Å):
1 S 0.43 -1.97 2.07  0.282
2 H 1.87 0.27 0.80  0.224
3 H -1.25 -0.20 -1.82  0.243
4 H -0.65 1.38 -2.48  0.250
5 S 1.08 0.13 -1.52  0.248
6 H -0.54 0.49 1.56  0.403
7 C -1.11 1.29 -0.36  0.687
8 C -0.66 0.63 -1.65  -0.628
9 N -0.26 0.67 0.60  -0.678
10 H 1.55 -2.89 2.14  0.120
11 C 0.96 -0.20 0.23  0.087
12 O -2.05 1.97 -0.07  -0.553
13 O 0.63 -1.56 0.51  -0.686

Calculated values
M: 151.21 g mol⁻¹
LUMO level: 0.44 eV
HOMO-LUMO gap: 10.018 eV

=====

Run c
Here is the molecule C3H5NO2S2 from OMol25. Energies are from wB97M-V/def2-TZVPD.

Last column: natural (NBO) charge in e.
Geometry (Å):
1 C 0.27 -0.15 -0.08  0.120
2 H -0.57 1.33 1.54  0.201
3 S -2.34 -0.77 -0.02  0.067
4 H -2.74 -1.71 -1.23  0.184
5 H 1.15 -2.78 0.31  0.518
6 S 3.07 0.32 -0.22  0.014
7 N -0.57 -0.98 -0.47  -0.471
8 H 0.88 2.00 0.54  0.219
9 O 1.85 -2.10 0.04  -0.722
10 O -0.73 2.00 -0.57  -0.680
11 H -1.85 2.11 -0.16  0.472
12 C -0.10 1.36 0.49  -0.131
13 C 1.68 -0.64 -0.19  0.210

Calculated values
M: 151.21 g mol⁻¹
LUMO level: -1.00 eV
HOMO-LUMO gap: 8.044 eV

=====

Most favorable structure: run b. The second most favorable one is 91.4 kJ/mol above it.

=====

Run a
Here is a 2-piece molecular cluster, C5H12N overall from OMol25. Energies are from wB97M-V/def2-TZVPD.

Last column: natural (NBO) charge in e.
Geometry (Å):
1 N 1.16 -0.30 0.38  -0.399
2 C -1.24 -0.70 0.20  -0.240
3 H -4.26 0.87 0.24  0.210
4 H -3.08 -1.18 -0.75  0.203
5 H 3.84 -0.15 0.29  0.214
6 H 4.91 1.16 0.19  0.215
7 C -0.10 -0.13 -0.15  -0.096
8 C 4.41 0.42 -0.43  -0.850
9 H -1.27 -1.23 1.15  0.197
10 C -3.45 0.35 0.73  -0.601
11 H -2.85 1.09 1.27  0.206
12 C -2.57 -0.29 -0.38  -0.413
13 H 5.17 -0.20 -0.90  0.209
14 H -2.42 0.43 -1.18  0.200
15 H 3.78 0.92 -1.15  0.213
16 H -3.72 -0.43 1.45  0.205
17 H 1.69 -1.11 0.09  0.326
18 H -0.01 0.49 -1.05  0.203

Calculated values
Multiplicity: 2
M: 86.16 g mol⁻¹
LUMO level (spin up / spin down): 1.14 / -0.58 eV
HOMO-LUMO gap (spin up / spin down): 9.997 / 8.042 eV

=====

Run b
Here is the molecule C5H12N from OMol25. Energies are from wB97M-V/def2-TZVPD.

Last column: natural (NBO) charge in e.
Geometry (Å):
1 N 1.26 0.30 1.27  -1.108
2 C 1.42 0.94 -0.13  -0.288
3 H -1.02 -1.08 -1.81  0.207
4 H -1.49 -2.12 1.05  0.196
5 C -1.18 0.39 -0.24  -0.508
6 H -0.15 2.18 -0.17  0.230
7 H -0.12 -2.86 0.03  0.215
8 C -1.00 -1.03 -0.69  -0.183
9 H 0.20 1.16 -1.86  0.235
10 H 2.14 -0.07 1.73  0.292
11 H 0.45 -0.32 1.13  0.405
12 H 0.84 0.95 1.93  0.307
13 C 0.03 1.23 -0.77  -0.436
14 H -1.46 0.64 0.73  0.223
15 H -2.10 0.70 -0.80  0.232
16 H 2.05 1.97 -0.12  0.224
17 C -0.97 -2.12 0.15  -0.452
18 H 2.09 0.30 -0.65  0.208

Calculated values
Multiplicity: 2
M: 86.16 g mol⁻¹
LUMO level (spin up / spin down): 0.57 / 0.67 eV
HOMO-LUMO gap (spin up / spin down): 4.040 / 9.729 eV

=====

Most favorable structure: run a. The second most favorable one is 321.3 kJ/mol above it.

=====

Run a
Here is the molecule C4H8OS2 from OMol25. Energies are from wB97M-V/def2-TZVPD.

Last column: natural (NBO) charge in e.
Geometry (Å):
1 H -0.17 2.79 2.52  0.171
2 H 0.86 1.64 0.05  0.234
3 C -0.69 0.26 -0.45  -0.334
4 H 1.63 -1.21 -0.59  0.128
5 H -0.70 -1.87 -1.15  0.226
6 C 0.98 -1.40 0.29  -0.063
7 H -1.64 0.46 -0.73  0.251
8 S 0.06 0.49 -2.26  -0.109
9 C 0.06 1.15 0.49  -0.085
10 C -0.47 -1.18 -0.20  -0.442
11 S -0.84 1.64 1.93  0.102
12 H -0.20 1.81 -2.43  0.123
13 H 1.07 -2.40 0.64  0.185
14 H -1.16 -1.63 0.64  0.226
15 O 1.21 -0.55 1.26  -0.613

Calculated values
M: 136.24 g mol⁻¹
LUMO level (spin up / spin down): -0.40 / -0.40 eV
HOMO-LUMO gap (spin up / spin down): 8.321 / 8.318 eV

=====

Run b
Here is C4H8OS2 as an isolated structure from OMol25. Energies are from wB97M-V/def2-TZVPD.

Last column: natural (NBO) charge in e.
Geometry (Å):
1 C 1.01 0.70 -1.48  -0.147
2 H 1.17 0.59 -2.59  0.201
3 H 0.57 0.04 1.77  0.215
4 C 0.56 -0.90 1.25  -0.671
5 H 0.62 1.59 1.03  0.124
6 S -1.82 0.74 -2.04  0.011
7 H -0.10 -1.58 -0.68  0.176
8 H 1.49 -1.46 1.35  0.242
9 O 1.61 -0.36 -0.75  -0.543
10 C 0.39 -0.82 -0.19  0.178
11 H -0.17 -1.58 1.71  0.219
12 C -0.33 0.85 -0.96  -0.356
13 S -0.57 1.95 0.40  0.029
14 H 1.56 1.67 -1.33  0.182
15 H -2.69 0.73 -1.01  0.140

Calculated values
M: 136.24 g mol⁻¹
LUMO level: 0.67 eV
HOMO-LUMO gap: 8.933 eV

=====

Run c
Here is the molecule C4H8OS2 from OMol25. Energies are from wB97M-V/def2-TZVPD.

Last column: natural (NBO) charge in e.
Geometry (Å):
1 H 1.65 -0.27 0.04  0.224
2 S -0.06 1.53 1.32  1.162
3 H -1.05 -1.00 -0.83  0.222
4 S -2.19 1.74 -0.85  -0.011
5 O 1.37 1.98 1.29  -0.974
6 C 0.65 -0.72 0.22  -0.397
7 C 0.14 -0.28 1.57  -0.595
8 H -0.70 -0.82 1.86  0.217
9 H 0.65 -1.78 0.06  0.212
10 H 0.83 -0.41 2.30  0.239
11 H -1.99 3.09 -1.05  0.139
12 H 0.17 1.92 -1.03  0.238
13 H 0.33 -0.48 -1.90  0.239
14 C -0.25 -0.23 -0.95  -0.450
15 C -0.50 1.21 -0.66  -0.465

Calculated values
M: 136.24 g mol⁻¹
LUMO level: 0.67 eV
HOMO-LUMO gap: 9.316 eV

=====

Most favorable structure: run c. The second most favorable one is 116.3 kJ/mol above it.

=====

Run a
Here is a 3-piece molecular cluster, C2H10N2O3 overall from OMol25. Energies are from wB97M-V/def2-TZVPD.

Last column: natural (NBO) charge in e.
Geometry (Å):
1 H -1.37 1.22 -0.72  0.425
2 N -0.26 -0.96 0.76  -0.860
3 H -0.31 2.01 -1.83  0.394
4 H 3.17 0.85 1.60  0.474
5 H -0.47 -1.87 1.13  0.372
6 C 0.42 0.34 -1.19  0.681
7 N -0.66 1.15 -1.44  -0.827
8 O 2.51 0.24 1.26  -0.977
9 H -0.55 -1.55 -1.19  0.214
10 O 1.55 0.75 -1.40  -0.645
11 H -1.97 -0.07 0.78  0.491
12 H 0.44 -0.54 1.36  0.400
13 H 2.32 0.59 0.37  0.494
14 H -3.38 0.11 1.30  0.472
15 H 1.15 -1.61 -0.74  0.208
16 C 0.22 -1.04 -0.62  -0.320
17 O -2.81 0.40 0.59  -0.993

Calculated values
M: 110.11 g mol⁻¹
LUMO level: 0.79 eV
HOMO-LUMO gap: 10.872 eV

=====

Run b
Here is a 3-piece molecular cluster, C2H10N2O3 overall from OMol25. Energies are from wB97M-V/def2-TZVPD.

Last column: natural (NBO) charge in e.
Geometry (Å):
1 H 1.34 -1.08 -1.48  0.367
2 O 3.06 0.62 1.88  -0.945
3 H -3.37 2.29 -0.62  0.468
4 O -2.57 1.92 -0.26  -0.961
5 H -2.82 1.20 0.34  0.492
6 H 4.00 0.45 1.73  0.475
7 H 0.58 0.40 -1.76  0.353
8 H 3.05 1.56 2.08  0.474
9 N 0.54 -0.60 -1.86  -0.829
10 H -0.98 -1.97 -1.58  0.216
11 H 0.48 -1.07 1.83  0.391
12 C -0.75 -0.96 -1.24  -0.338
13 C -0.82 -0.86 0.27  0.684
14 O -1.85 -0.71 0.88  -0.603
15 H -1.48 -0.30 -1.73  0.231
16 H 1.13 -0.08 0.69  0.419
17 N 0.45 -0.80 0.85  -0.895

Calculated values
M: 110.11 g mol⁻¹
LUMO level: 0.49 eV
HOMO-LUMO gap: 9.550 eV

=====

Most favorable structure: run a. The second most favorable one is 70.9 kJ/mol above it.

=====

Run a
Here is a 2-piece molecular cluster, C5H8IN2 overall from OMol25. Energies are from wB97M-V/def2-TZVPD.

Last column: natural (NBO) charge in e.
Geometry (Å):
1 C 0.50 -1.06 0.14  0.379
2 H -0.69 2.94 0.09  0.199
3 H 1.35 -1.93 -1.64  0.265
4 H -2.22 3.89 1.02  0.248
5 H 0.02 -3.25 0.48  0.258
6 H -1.65 0.21 1.88  0.246
7 C -1.62 2.93 0.70  0.025
8 C -2.05 0.56 0.97  0.058
9 H 1.28 -2.57 1.60  0.270
10 I -3.54 -0.42 -0.12  0.328
11 N -0.22 -0.02 0.20  -0.612
12 C 0.73 -2.41 0.64  -0.462
13 N -2.15 1.82 1.03  -0.390
14 H 2.61 -1.77 -0.27  0.277
15 C 1.54 -1.74 -0.58  -0.479
16 H -0.04 0.92 -0.32  0.389

Calculated values
Total charge: +1
M: 223.04 g mol⁻¹
LUMO level: -4.45 eV
HOMO-LUMO gap: 9.329 eV

=====

Run b
Here is an isolated ion of composition C5H8IN2 and charge +1 from OMol25. Energies are from wB97M-V/def2-TZVPD.

Last column: natural (NBO) charge in e.
Geometry (Å):
1 H -0.92 0.07 -3.33  0.219
2 H 2.44 1.42 2.18  0.451
3 C -0.83 -0.40 -2.35  -0.339
4 N 0.48 -0.47 1.00  -0.409
5 H 2.84 0.04 1.45  0.442
6 H 2.62 1.38 0.48  0.456
7 H -2.59 0.38 -1.31  0.231
8 H -2.57 -1.57 0.26  0.252
9 C -1.69 -0.93 -0.06  -0.171
10 C -1.69 -0.19 -1.35  -0.259
11 H -0.88 -1.91 1.72  0.245
12 H 0.17 -0.90 -2.31  0.205
13 N 2.45 0.91 1.32  -0.705
14 C -0.75 -1.07 0.85  -0.084
15 I 0.01 2.56 0.39  0.181
16 C 0.90 0.67 1.07  0.285

Calculated values
Total charge: +1
M: 223.04 g mol⁻¹
LUMO level: -4.45 eV
HOMO-LUMO gap: 8.319 eV

=====

Most favorable structure: run b. The second most favorable one is 116.0 kJ/mol above it.

=====

Run a
Here is C2H3NS as an isolated structure from OMol25. Energies are from wB97M-V/def2-TZVPD.

Last column: natural (NBO) charge in e.
Geometry (Å):
1 H 1.04 0.09 -1.88  0.138
2 S 1.21 1.37 -1.17  0.435
3 H -1.18 1.64 -0.83  0.221
4 C -0.34 1.33 -0.19  -0.571
5 C 0.06 0.14 0.50  -0.037
6 N 1.28 -0.14 0.18  -0.412
7 H -0.71 -0.24 1.27  0.225

Calculated values
M: 73.12 g mol⁻¹
LUMO level: -0.79 eV
HOMO-LUMO gap: 7.556 eV

=====

Run b
Here is a 2-piece molecular cluster, C2H3NS overall from OMol25. Energies are from wB97M-V/def2-TZVPD.

Last column: natural (NBO) charge in e.
Geometry (Å):
1 S 3.68 0.09 0.00  -0.153
2 N -0.34 -0.08 -0.01  -0.270
3 C -1.51 0.41 -0.02  -0.251
4 H -1.96 0.73 0.90  0.206
5 H -2.04 0.50 -0.95  0.205
6 C 0.82 -0.37 0.00  0.050
7 H 1.34 -1.29 0.07  0.213

Calculated values
M: 73.12 g mol⁻¹
LUMO level (spin up / spin down): -2.14 / -2.04 eV
HOMO-LUMO gap (spin up / spin down): 6.260 / 6.357 eV

=====

Run c
Here is a 2-piece molecular cluster, C2H3NS overall from OMol25. Energies are from wB97M-V/def2-TZVPD.

Last column: natural (NBO) charge in e.
Geometry (Å):
1 S -0.70 -0.80 -0.38  0.097
2 H 1.86 -0.87 1.10  0.449
3 N 2.25 -0.58 0.24  -0.743
4 C 2.61 -0.17 -0.79  0.295
5 C -1.68 0.47 -0.12  -0.474
6 H -2.25 1.06 -0.88  0.187
7 H -2.11 0.88 0.83  0.188

Calculated values
M: 73.12 g mol⁻¹
LUMO level: -0.57 eV
HOMO-LUMO gap: 8.605 eV

=====

Most favorable structure: run c. The second most favorable one is 204.2 kJ/mol above it.